Computed, not measured: 2 unconnected molecules or ions with the total composition C3H7NO2 at a distorted geometry, with ωB97M-V/def2-TZVPD.

```
13
Properties=species:S:1:pos:R:3:forces:R:3:lowdin_charge:R:1
C 2.151055 0.664618 -0.995004 -2.7 -0.5 -4.9 0.0701
C -1.308058 0.075568 1.108065 -1.1 -0.1 -0.8 -0.1167
H -1.202079 -1.852301 0.323661 0.0 0.8 -0.4 0.1064
H 1.249822 0.321386 -1.664247 1.6 1.0 0.0 0.0918
H 2.944423 1.208794 -1.377795 1.7 1.3 -1.1 0.0400
C 1.993115 0.206338 0.184393 -0.9 -1.1 2.4 -0.3163
O -0.850152 -0.551062 -1.127168 -1.1 1.1 -1.4 -0.1798
H -2.047079 -0.307161 1.928128 1.7 1.4 -1.0 0.1086
H -1.482162 0.009224 -1.719547 1.3 -1.7 1.8 0.1357
H -1.546039 1.129082 0.657902 -0.1 -2.0 1.1 0.1025
H -0.221920 0.108051 1.323203 -0.9 -0.2 0.6 0.0310
O 1.913357 -0.074263 1.314088 0.5 -0.8 3.6 0.1009
N -1.594282 -0.938270 0.044327 0.0 0.8 0.1 -0.1742
```
Positions in Å, forces in eV/Å.

As for the spin multiplicity: 3. The energy above the lowest of the compared OMol25 structures with the same formula, charge and spin is 48.9 kcal/mol. Its expectation value of S² is 2.009. The total energy is -323.47334 hartree. Its maximum force is 0.1087 Eh/bohr.

=====

Computed, not measured: 12 unconnected molecules or ions with the total composition C32H92N4O12 at a distorted geometry, with ωB97M-V/def2-TZVPD.

```
140
Properties=species:S:1:pos:R:3:forces:R:3:lowdin_charge:R:1
C -11.442481 9.581672 -20.261972 -0.6 0.2 0.6 -0.1077
H -16.493713 2.937644 -17.029107 0.1 -0.3 0.0 0.0834
C -7.590108 7.447650 -21.281357 0.0 1.2 -0.5 -0.0815
H -9.479059 -0.324975 -17.022067 0.4 0.2 -0.5 0.0726
H -15.716609 4.081638 -18.090213 0.0 0.2 0.0 0.0786
H -11.700321 7.939233 -17.064273 0.2 0.0 -0.3 0.0635
H -0.822782 1.536880 -20.713056 0.4 0.2 -0.4 0.0818
H -13.232131 7.627519 -16.390071 -0.6 0.0 -0.4 0.0768
H -8.526408 7.057952 -20.881900 0.1 -0.3 -0.3 0.0579
O -4.846781 4.994400 -13.764507 0.1 -0.3 0.8 -0.0627
H -5.873780 1.584314 -20.444254 0.2 -0.1 -0.1 0.0421
H -4.460988 2.997350 -18.314393 0.2 0.0 0.0 0.1134
H -4.469761 5.622451 -16.439267 -0.3 0.2 0.1 0.0796
C -11.347519 -0.945545 -17.851595 1.2 0.6 -1.3 -0.3061
H -15.382133 4.126487 -16.364469 -0.2 0.2 0.1 0.0901
H -8.907250 -1.135524 -14.259591 -0.2 0.2 0.0 0.0696
H -12.965785 4.064090 -16.683997 -0.1 -0.1 0.2 0.1215
H -9.213500 2.849037 -18.987755 -0.5 0.0 -0.2 0.0996
H -9.256673 5.345387 -18.573960 0.0 0.2 -0.3 0.0777
C -12.090732 7.342214 -19.775264 -0.4 1.1 1.3 -0.1828
O -2.089722 1.939639 -19.194153 0.8 0.9 0.6 -0.1958
O -6.357499 5.400869 -21.319855 0.2 -0.7 0.2 -0.1058
C -8.900565 3.318020 -18.054891 0.2 0.3 -0.2 -0.3211
C -9.071307 5.533512 -12.773263 -1.1 -0.5 0.8 -0.1403
C -13.183469 7.551541 -18.672896 1.3 0.3 1.7 -0.4080
H -12.515053 7.368932 -20.778927 -0.4 -0.2 -0.2 0.1165
H -3.848480 0.798217 -17.455164 0.0 0.1 0.2 0.0810
H -14.521114 6.549881 -19.748357 -0.5 0.2 -0.4 0.0705
N -14.268291 1.562533 -16.461849 0.3 -0.8 1.7 0.0406
H -5.783789 7.014765 -22.383357 -0.1 0.4 -0.1 0.1106
H -7.268707 -0.919110 -13.727797 0.0 0.0 0.4 0.0765
C -6.721943 6.534428 -22.105409 0.4 -0.6 0.6 -0.3040
H -10.242978 0.935653 -18.100204 0.0 0.0 0.3 0.0594
H -4.151133 3.997100 -15.959520 -0.1 -0.3 -0.1 0.0736
C -9.712310 4.514892 -14.781629 -0.5 -1.1 0.1 -0.1237
H -0.651620 3.223088 -20.097483 -0.6 0.2 -0.4 0.0800
C -8.236864 -0.421237 -13.781622 0.2 0.5 0.1 -0.0753
H -13.636085 0.871662 -16.840148 0.3 -0.1 0.2 0.0278
H -7.163251 6.141897 -23.021524 -0.4 0.5 -0.1 0.1070
O -9.421953 3.104038 -23.729158 0.9 0.7 0.5 -0.0849
H -10.821258 0.482068 -16.411819 -0.2 0.7 -0.1 0.0835
H -6.687206 4.633517 -21.793193 0.1 -0.2 0.1 0.0628
H -7.061409 7.923859 -20.455644 0.3 -0.4 0.1 0.0696
N -14.256532 6.626062 -18.776601 -1.0 -0.5 -0.8 0.0405
C -4.656287 0.870818 -18.183368 1.1 -0.4 0.2 -0.0375
H -9.717871 3.339350 -17.334021 0.0 -0.4 0.0 0.0935
C -9.478364 5.672698 -11.253133 -0.4 -0.7 -1.0 -0.4534
C -0.828071 2.180402 -19.833321 -0.7 -0.1 -0.7 -0.0988
C -10.399645 0.150384 -17.360678 -0.2 -1.5 0.7 -0.0638
H -13.203178 -0.916380 -18.422030 -0.1 -0.1 0.0 0.0986
C -4.516452 2.143931 -18.990192 0.7 -0.2 -0.6 -0.3975
H -10.359751 2.657928 -21.952422 0.2 0.1 0.5 0.0944
H -8.938168 4.488058 -21.222602 0.1 0.2 0.2 0.0574
H -7.472390 -1.438609 -22.018619 -0.1 0.2 -0.3 0.1125
H -9.287620 5.502333 -22.579871 -0.3 -0.1 -0.3 0.0747
H -9.653249 4.668507 -10.866979 0.3 -0.5 -0.2 0.1300
H -8.723650 8.934407 -17.833478 0.2 0.0 -0.5 0.0780
O -7.355452 0.438155 -15.786630 0.8 -0.4 0.1 -0.1079
H -7.660206 4.710439 -19.073181 0.1 0.3 0.1 0.0689
H -8.064490 5.121488 -17.343413 0.4 0.0 -0.1 0.0632
H -8.934471 -0.840669 -20.013171 0.1 -0.2 -0.4 0.0700
H -9.872571 2.415801 -24.224005 -0.2 0.0 0.2 0.0766
H -12.120006 10.108110 -19.589726 -0.3 0.0 0.1 0.0787
C -10.218279 3.521039 -22.602907 -1.4 -0.4 -1.4 -0.3057
H -11.257683 -1.875424 -17.290035 -0.4 0.1 0.5 0.1156
C -8.029153 0.826681 -14.604450 -0.8 0.0 -1.2 -0.3337
H -4.507251 -0.005173 -18.814656 -0.2 -0.1 -0.3 0.0799
H -5.615632 4.331638 -16.922976 0.1 0.0 -0.1 0.0483
H -9.182994 7.228907 -16.161370 0.1 -0.1 0.0 0.0836
C -12.720150 3.554263 -19.873300 0.7 -0.1 0.2 -0.0792
O -11.068525 8.334546 -19.711089 0.6 -0.3 -0.2 -0.2044
H -7.175437 2.506949 -18.250191 0.8 -0.1 -0.7 0.0325
H -7.872590 7.393328 -18.205265 -0.4 -0.1 0.0 0.0446
C -5.752108 4.809032 -14.810172 0.0 0.3 -1.4 -0.3384
C -14.388265 2.597297 -17.422808 1.0 -0.6 -1.6 -0.4805
H -8.037693 5.244408 -12.963407 0.3 -0.1 0.5 0.1057
H -7.619162 5.956656 -10.805719 0.7 0.2 0.7 0.0631
H -10.504782 5.276480 -21.323252 -0.1 -0.2 -0.1 0.0582
O -9.914948 4.522019 -13.391204 0.5 1.3 0.7 -0.1744
H -7.865831 8.855951 -14.538101 0.0 0.2 0.1 0.0720
H -7.804664 8.298732 -21.927671 -0.5 0.2 -0.1 0.0785
H -11.197031 3.728072 -23.035671 -0.4 0.1 0.2 0.1052
C -10.803279 6.349127 -11.107235 -1.1 -0.2 -0.5 -0.0791
H -8.678038 4.259778 -15.012494 0.3 0.3 -0.3 0.0712
H -11.672096 6.359650 -19.557527 0.4 0.0 -0.2 0.0965
H -7.974921 0.560773 -19.695652 0.6 -0.2 0.1 0.0527
N -5.727143 2.309020 -19.756212 -0.8 0.9 0.1 0.0570
H -10.319128 3.691950 -15.159308 -0.1 -0.1 0.0 0.0794
C -13.017681 3.373481 -17.525709 -1.4 0.0 0.3 -0.1399
H -7.634293 1.015174 -16.501404 0.0 0.5 -0.2 0.0152
H -8.597732 -0.111243 -12.800916 0.0 -0.4 0.1 0.0754
H -11.146264 -1.205005 -18.890953 0.7 -0.3 -0.1 0.0991
H -12.301945 6.300815 -17.042824 0.0 -0.2 -0.3 0.0517
H -10.071198 5.408723 -15.291902 0.3 0.4 0.1 0.0780
H -8.949387 1.285511 -14.966024 -0.6 -0.1 0.5 0.0921
C -9.736857 4.770576 -21.908437 1.2 -0.5 0.2 -0.0656
C -3.262649 2.186899 -19.968065 -0.5 -1.1 1.5 -0.1649
H -8.842591 0.543914 -21.147070 -0.3 -0.2 -0.3 0.0685
H 0.076002 1.971934 -19.261222 -0.6 -0.6 0.8 0.0810
C -4.964926 4.701753 -16.130695 -0.5 0.2 0.3 -0.0622
C -8.264808 7.815854 -16.138807 0.1 0.3 0.1 -0.3070
H -6.951063 8.719252 -17.659434 0.0 0.3 0.4 0.0797
H -6.463879 5.632998 -14.759473 0.1 0.1 -0.3 0.0804
H -5.596716 -0.377562 -22.314075 0.3 0.3 -0.1 0.0930
H -8.636631 6.125494 -9.494093 0.4 0.0 0.1 0.0732
H -6.354354 3.904381 -14.726448 0.0 -0.3 0.3 0.0948
O -12.613081 -0.358991 -17.909477 -1.4 0.0 0.4 -0.0949
H -13.575047 8.568765 -18.667155 0.1 0.2 -0.4 0.1237
H -11.970461 9.460443 -21.207833 0.1 0.0 -0.3 0.0852
H -15.152918 1.076524 -16.425452 -0.3 0.0 0.4 0.0760
H -7.427467 7.183957 -15.842735 -0.1 0.0 0.8 0.0894
C -7.927865 8.251653 -17.535695 -0.3 0.4 -0.4 -0.0854
H -12.143735 2.729398 -17.428380 0.0 -0.5 -0.3 0.1022
O -8.514731 8.939435 -15.240640 0.6 -1.0 -0.6 -0.0729
H -5.671621 3.201308 -20.226143 -0.2 0.2 -0.3 0.0638
H -10.607473 10.275315 -20.360559 0.4 -0.6 -0.2 0.0878
H -13.587496 3.014757 -20.253739 -0.1 -0.1 0.2 0.0947
H -11.877522 2.896935 -19.658832 0.1 -0.5 -0.8 0.0864
H -6.542092 -1.342042 -20.540239 -0.3 -0.6 0.3 0.1079
H -11.575885 5.711415 -11.536788 -0.1 0.0 -0.2 0.0778
H -13.877950 5.705428 -18.605726 -0.1 -0.2 0.3 0.0213
O -7.820684 2.587986 -17.544013 -0.1 -0.9 1.2 -0.1012
H -3.297198 3.113454 -20.541115 0.4 0.3 0.2 0.1200
C -7.117492 -0.749945 -21.251878 0.2 -0.9 1.6 -0.3008
H -3.355331 1.358936 -20.670910 -0.2 -0.2 -0.3 0.1142
H -9.219476 6.498862 -13.257242 -0.2 0.2 -0.2 0.1166
H -10.855156 7.298795 -11.639709 0.1 0.2 0.3 0.0833
H -4.316794 4.194985 -13.805207 0.4 0.0 0.5 0.0817
H -7.553345 1.645629 -14.064979 0.6 -0.2 0.2 0.1019
H -12.423800 4.303596 -20.607314 0.0 0.0 0.0 0.0717
C -15.554248 3.460046 -17.209661 -0.7 1.8 0.5 -0.0684
C -12.593625 7.335356 -17.223769 0.6 0.6 -0.6 -0.0330
N -8.478428 6.362139 -10.463154 0.3 0.1 -1.0 0.0366
O -12.914125 4.213619 -18.654143 -0.4 0.1 0.2 -0.2532
H -14.678193 2.051047 -18.320396 0.8 0.4 -1.2 0.1252
O -6.145421 0.160367 -21.738610 -0.5 0.4 -0.7 -0.0938
C -8.274578 -0.118409 -20.493774 0.1 1.1 -0.3 -0.0654
H -11.086628 6.424683 -10.057422 0.2 0.4 0.1 0.0771
H -5.605308 0.768989 -17.656974 0.0 0.2 -0.1 0.0601
C -8.417554 4.710621 -18.289264 -0.7 0.7 -0.1 -0.0729
```
Positions in Å, forces in eV/Å.

The energy above the lowest of the compared OMol25 structures with the same formula, charge and spin is 38.0 kcal/mol. The SMILES is COC[C@H](C)N.COC[C@H](C)N.COC[C@H](C)N.COC[C@H](C)N.CCO.CCO.CCO.CCO.CCO.CCO.CCO.CCO. The total energy is -2396.08954 hartree. Its maximum force is 0.0418 Eh/bohr.

=====

Q: What is the formula in the second record?
A: C32H92N4O12

=====

Q: Look up the energy above the lowest of the compared OMol25 structures with the same formula, charge and spin of the second one.
A: 38.0 kcal/mol

=====

Q: The lowest energy above the lowest of the compared OMol25 structures with the same formula, charge and spin belongs to which entry?
A: C32H92N4O12